[1]
DFT (wB97M-V/def2-TZVPD) results for a structure of composition C2H2I2S2.

Energy relative to the best compared isomer or geometry (same formula, charge and spin) ... 101.4 kJ/mol
HOMO energy ... -8.16 eV
LUMO ... -0.05448 Eh
Largest force on an atom ... 1.405 eV/A
Molar mass ... 343.98 g/mol
Kohn-Sham gap ... 6.6757 eV

The geometry in XYZ format:
```
8
C2H2I2S2, DFT wB97M-V/def2-TZVPD
C -0.95478 -1.20502 1.95994
C -1.90921 -0.55706 1.34127
S -0.89420 -2.26021 3.35942
S -3.01727 -0.03784 0.35190
I 1.10716 -0.87154 1.28673
I 1.12381 2.48216 -1.53345
H -2.17093 -2.36476 3.86984
H 1.04139 3.48504 -0.26399
```

Charges in e, computed with Mulliken, in the same order as the atoms: 0.169 0.152 -0.241 -0.287 0.078 -0.114 0.134 0.109

[2]
DFT (wB97M-V/def2-TZVPD) results for a cluster of 2 separate species, C2H2IN in total.

Energy relative to the best compared isomer or geometry (same formula, charge and spin) ... 398.1 kJ/mol
HOMO energy (alpha / beta) ... -10.50 / -9.25 eV
LUMO (alpha / beta) ... -0.06696 / -0.02638 Eh
Largest force on an atom ... 1.762 eV/A
Molar mass ... 166.95 g/mol
Kohn-Sham gap (alpha / beta) ... 8.6741 / 8.5325 eV

The geometry in XYZ format:
```
6
C2H2IN, DFT wB97M-V/def2-TZVPD
C -0.11234 -0.93726 -0.00539
C 0.21294 0.42779 0.37524
N -0.24602 -2.04471 -0.33850
I 2.09748 0.97865 -0.14965
H -1.80945 0.56743 -1.15436
H -0.14260 1.00810 1.27265
```

Charges in e, computed with Mulliken, in the same order as the atoms: 0.364 -0.631 -0.322 0.174 0.048 0.366

[3]
DFT (wB97M-V/def2-TZVPD) results for a structure of composition C2H2IN3.

Energy relative to the best compared isomer or geometry (same formula, charge and spin) ... 436.0 kJ/mol
HOMO energy ... -9.45 eV
LUMO ... -0.03546 Eh
Largest force on an atom ... 4.428 eV/A
Molar mass ... 194.96 g/mol
Kohn-Sham gap ... 8.4858 eV

The geometry in XYZ format:
```
8
C2H2IN3, DFT wB97M-V/def2-TZVPD
C -1.93771 -0.10554 -0.00886
C -1.58419 0.99492 -0.24428
N 0.81053 -1.81251 0.71900
N 1.25673 -0.94569 0.15093
N 1.66230 -0.15420 -0.65949
I 2.95994 1.22901 0.01062
H -2.18652 -1.15642 0.20001
H -0.98108 1.95043 -0.16793
```

Charges in e, computed with Mulliken, in the same order as the atoms: -0.474 -0.169 -0.435 0.807 -0.587 0.217 0.373 0.268

[4]
DFT (wB97M-V/def2-TZVPD) results for the molecule C2H2INO2S.

Structure (SMILES) ... N#CCS(=O)(=O)I
Energy relative to the best compared isomer or geometry (same formula, charge and spin) ... 45.5 kJ/mol
HOMO energy ... -10.73 eV
LUMO ... -0.04002 Eh
Largest force on an atom ... 7.362 eV/A
Molar mass ... 231.01 g/mol
Kohn-Sham gap ... 9.6456 eV

The geometry in XYZ format:
```
9
C2H2INO2S, DFT wB97M-V/def2-TZVPD
C -1.64021 -0.35540 0.20085
C -0.37655 0.58889 0.29376
N -2.61892 -0.92098 0.21438
O 0.71310 -0.62312 -1.83903
O 1.32366 -1.51438 0.28695
S 0.93105 -0.38671 -0.45285
I 2.62651 1.26825 -0.13892
H -0.22718 0.43335 1.41327
H -0.73145 1.51009 0.02158
```

Charges in e, computed with Mulliken, in the same order as the atoms: 0.054 -0.387 -0.341 -0.516 -0.482 0.788 0.026 0.349 0.509

[5]
DFT (wB97M-V/def2-TZVPD) results for a cluster of 2 separate species, C2H2INP2 in total.

Energy relative to the best compared isomer or geometry (same formula, charge and spin) ... 390.7 kJ/mol
HOMO energy (alpha / beta) ... -8.17 / -8.18 eV
LUMO (alpha / beta) ... -0.11691 / -0.11637 Eh
Largest force on an atom ... 6.532 eV/A
Molar mass ... 228.90 g/mol
Kohn-Sham gap (alpha / beta) ... 4.9871 / 5.0142 eV

The geometry in XYZ format:
```
8
C2H2INP2, DFT wB97M-V/def2-TZVPD
C -1.98614 -1.43362 0.11496
C -0.91339 -0.78665 0.53496
N -2.94174 -1.98695 -0.27111
P -0.28665 1.13967 -0.98630
P 1.42482 1.74602 0.10954
I 2.93977 -0.18631 0.14170
H -0.25315 -0.84294 1.37090
H 2.01648 2.35077 -1.01466
```

Charges in e, computed with Mulliken, in the same order as the atoms: 0.434 -0.614 -0.334 0.157 -0.125 -0.007 0.372 0.117

[6]
DFT (wB97M-V/def2-TZVPD) results for the molecule C2H2INS2.

Structure (SMILES) ... IC1=NSSC1
Energy relative to the best compared isomer or geometry (same formula, charge and spin) ... 65.0 kJ/mol
HOMO energy ... -8.74 eV
LUMO ... -0.02331 Eh
Largest force on an atom ... 2.764 eV/A
Molar mass ... 231.08 g/mol
Kohn-Sham gap ... 8.1083 eV

The geometry in XYZ format:
```
8
C2H2INS2, DFT wB97M-V/def2-TZVPD
C -1.22866 -1.32753 0.13225
C -0.01235 -0.45218 0.16124
N -1.25727 -2.55603 0.02424
S 1.38525 -1.45615 0.70478
S 0.63297 -3.01201 -0.35880
I -3.03068 -0.23863 0.04910
H 0.23178 -0.38764 -0.89815
H -0.19495 0.38225 0.85412
```

Charges in e, computed with Mulliken, in the same order as the atoms: 0.370 -0.674 -0.485 -0.074 -0.031 0.089 0.385 0.420

[7]
DFT (wB97M-V/def2-TZVPD) results for a structure of composition C2H2MgO4.

Energy relative to the best compared isomer or geometry (same formula, charge and spin) ... 33.5 kJ/mol
HOMO energy ... -7.76 eV
LUMO ... -0.08233 Eh
Largest force on an atom ... 2.457 eV/A
Molar mass ... 114.34 g/mol
Kohn-Sham gap ... 5.5245 eV

The geometry in XYZ format:
```
9
C2H2MgO4, DFT wB97M-V/def2-TZVPD
C 0.25797 2.16114 -0.92132
O -0.73416 1.50667 -0.62104
H 0.98783 2.46901 -0.15352
H 0.36598 2.57421 -1.93805
O 0.66366 -3.26289 0.98057
C 0.06609 -2.19307 0.81696
O -1.13215 -2.10018 0.27865
O 0.59828 -1.01312 1.09285
Mg -1.07350 -0.14176 0.46489
```

Charges in e, computed with Mulliken, in the same order as the atoms: 0.077 -0.386 0.245 0.260 -0.632 1.076 -0.752 -0.832 0.944

[8]
DFT (wB97M-V/def2-TZVPD) results for a cluster of 2 separate species, C2H2N2 in total.

Structure (SMILES) ... C#N.C#N
Energy relative to the best compared isomer or geometry (same formula, charge and spin) ... 75.4 kJ/mol
HOMO energy ... -11.61 eV
LUMO ... 0.03490 Eh
Largest force on an atom ... 2.910 eV/A
Molar mass ... 54.05 g/mol
Kohn-Sham gap ... 12.5550 eV

The geometry in XYZ format:
```
6
C2H2N2, DFT wB97M-V/def2-TZVPD
C 1.74935 0.16317 -0.02271
C -1.88074 -0.22735 0.06455
N -1.03553 0.49738 0.30493
N 1.50788 1.25008 0.16987
H 2.31752 -0.73998 -0.21007
H -2.65848 -0.94330 -0.30657
```

Charges in e, computed with Mulliken, in the same order as the atoms: 0.079 0.053 -0.323 -0.306 0.256 0.241

[9]
DFT (wB97M-V/def2-TZVPD) results for a cluster of 2 separate species, C2H2N2O in total.

Structure (SMILES) ... N=C=O.C#N
Energy relative to the best compared isomer or geometry (same formula, charge and spin) ... 54.9 kJ/mol
HOMO energy ... -11.63 eV
LUMO ... 0.01658 Eh
Largest force on an atom ... 1.385 eV/A
Molar mass ... 70.05 g/mol
Kohn-Sham gap ... 12.0856 eV

The geometry in XYZ format:
```
7
C2H2N2O, DFT wB97M-V/def2-TZVPD
O 2.13249 1.26749 -0.60843
C 1.60252 0.27856 -0.29130
N 0.93341 -0.69958 0.01952
C -2.03641 0.19433 0.18940
N -2.59555 1.20398 0.25409
H 1.42254 -1.53772 0.30732
H -1.45899 -0.70707 0.12939
```

Charges in e, computed with Mulliken, in the same order as the atoms: -0.371 0.654 -0.509 0.113 -0.348 0.232 0.229

[10]
DFT (wB97M-V/def2-TZVPD) results for the molecule C2H2N2O.

Energy relative to the best compared isomer or geometry (same formula, charge and spin) ... 485.0 kJ/mol
HOMO energy ... -10.10 eV
LUMO ... -0.04950 Eh
Largest force on an atom ... 1.431 eV/A
Molar mass ... 70.05 g/mol
Kohn-Sham gap ... 8.7496 eV

The geometry in XYZ format:
```
7
C2H2N2O, DFT wB97M-V/def2-TZVPD
O -2.12476 0.67882 0.24593
C -1.11620 0.03817 0.38394
C 0.17120 0.74692 0.38506
N 0.82142 0.63479 -0.69611
N 1.67865 -0.27547 -0.88734
H -1.09443 -1.07153 0.53025
H 1.66412 -0.75171 0.03827
```

Charges in e, computed with Mulliken, in the same order as the atoms: -0.395 0.212 -0.075 0.145 -0.412 0.293 0.231

Among the records above, which one has the highest largest force on an atom? C2H2INO2S